[1]
The following is a quantum chemistry calculation of a molecular structure, C7H12F7N3NiO5S2, from the Open Molecules 2025 dataset.

Results
HOMO energy (spin up / spin down), eV: -9.7 / -9.7
Frontier orbital gap (spin up / spin down), eV: 10.14 / 9.45
Multiplicity: 3
Expectation value of S²: 2.003
Energy above the lowest of the compared OMol25 structures with the same formula, charge and spin, kJ/mol: 7.6

Last column: Mulliken spin population.
Atoms and positions in Å:
Ni 1.715 -1.060 0.507  1.793
F 1.222 -2.664 4.326  0.000
C 0.564 -1.991 3.398  0.002
F -0.679 -1.757 3.785  0.000
F 0.539 -2.700 2.269  0.001
S 1.472 -0.413 3.144  -0.009
O 2.704 -0.794 2.447  0.014
O 1.551 0.204 4.422  0.002
N 0.445 0.279 2.111  0.030
S 0.842 1.425 1.070  -0.003
O 2.015 1.006 0.287  0.028
O -0.316 1.857 0.361  0.000
C 1.410 2.857 2.071  0.001
F 2.521 2.539 2.719  0.000
F 0.468 3.184 2.940  0.000
F 1.641 3.870 1.248  0.000
F 2.876 -2.042 -0.462  0.101
C -0.441 1.188 -2.926  0.000
N -0.024 -0.103 -2.386  0.001
C 1.358 -0.482 -2.671  -0.003
C -0.634 -0.650 -1.311  0.000
O 0.008 -1.317 -0.464  0.038
N -1.958 -0.488 -1.143  0.003
C -2.883 -0.299 -2.251  0.000
C -2.527 -0.866 0.143  0.002
H 0.421 1.858 -2.919  0.000
H -1.204 1.636 -2.295  0.000
H -0.810 1.108 -3.950  0.000
H 1.544 -0.275 -3.724  0.000
H 1.521 -1.537 -2.475  0.000
H 2.067 0.092 -2.071  0.000
H -2.376 -0.470 -3.196  0.000
H -3.324 0.699 -2.257  0.000
H -3.687 -1.032 -2.166  0.000
H -1.921 -0.475 0.958  0.000
H -2.598 -1.951 0.246  -0.001
H -3.523 -0.434 0.212  0.000

***

[2]
The following is a quantum chemistry calculation of 2 unconnected molecules or ions with the total composition C7H12FN2P at a distorted geometry, from the Open Molecules 2025 dataset.

Results
HOMO energy, eV: -9.9
Frontier orbital gap, eV: 8.81
Multiplicity: 1
SMILES: [H]/N=C(/C#P)[C@H](/C=N/C)CC.F
Energy above the lowest of the compared OMol25 structures with the same formula, charge and spin, kJ/mol: 0.0

Last column: natural (NBO) charge in e.
Atoms and positions in Å:
C 0.780 0.057 1.131  0.117
C -1.198 1.119 0.425  0.227
C -2.443 1.372 1.032  -0.600
C -2.244 -1.130 -1.000  -0.616
C 2.908 0.789 0.721  -0.451
C -0.762 -1.213 -0.402  -0.384
C -0.582 -0.342 0.825  -0.343
N -0.687 1.944 -0.450  -0.641
N 1.646 0.182 0.260  -0.410
F -2.026 3.746 -1.858  -0.608
P -3.499 2.270 1.781  0.689
H 0.962 0.283 2.175  0.149
H -2.983 -0.970 -0.274  0.205
H -2.276 -0.108 -1.480  0.213
H -2.459 -1.919 -1.684  0.220
H 2.910 0.996 1.772  0.185
H 3.021 1.570 -0.062  0.218
H 3.771 0.241 0.397  0.210
H -0.093 -0.839 -1.294  0.220
H -0.472 -2.259 -0.187  0.213
H -0.983 -0.994 1.597  0.245
H 0.142 1.570 -0.860  0.372
H -1.362 3.349 -1.317  0.568

***

[3]
The following is a quantum chemistry calculation of C7H12IN3O in the gas phase at a distorted geometry, from the Open Molecules 2025 dataset.

Results
HOMO energy (spin up / spin down), eV: -6.5 / -9.1
Frontier orbital gap (spin up / spin down), eV: 6.07 / 6.62
Multiplicity: 3
Expectation value of S²: 2.042

Last column: Mulliken spin population.
Atoms and positions in Å:
C -1.054 0.686 1.266  -0.005
C 0.262 1.427 0.685  0.630
C -0.537 -1.769 1.067  -0.002
C -2.868 -1.053 1.194  -0.003
C -1.422 -0.622 -0.928  0.009
C 3.870 1.431 -2.217  0.036
C -1.559 -0.619 0.622  0.002
N 1.209 0.897 0.062  0.128
N 3.200 1.067 -0.961  0.716
N 2.017 1.253 -0.814  0.390
O -1.654 1.185 2.183  0.101
I 0.745 3.380 1.565  -0.012
H -0.267 -1.691 2.162  -0.001
H 0.441 -1.652 0.586  0.006
H -0.992 -2.817 0.930  0.001
H -2.713 -0.827 2.239  0.000
H -3.757 -0.680 0.824  0.001
H -2.830 -2.151 1.019  0.000
H -2.016 0.301 -1.387  -0.003
H -1.846 -1.516 -1.436  0.005
H -0.409 -0.686 -1.284  -0.005
H 4.348 2.374 -1.949  0.016
H 3.189 1.461 -2.983  -0.014
H 4.643 0.621 -2.445  0.003

***

[4]
The following is a quantum chemistry calculation of 2 unconnected molecules or ions with the total composition C7H12N at a distorted geometry, from the Open Molecules 2025 dataset.

Results
HOMO energy, eV: -12.4
Frontier orbital gap, eV: 7.13
Multiplicity: 1
Energy above the lowest of the compared OMol25 structures with the same formula, charge and spin, kJ/mol: 272.1
Charge: +1

Last column: natural (NBO) charge in e.
Atoms and positions in Å:
C 1.394 0.209 1.463  -0.087
C 2.211 0.732 2.360  -0.288
C 1.180 -1.541 -0.193  0.115
N 1.859 -0.855 0.641  -0.399
H 0.356 0.469 1.342  0.256
H 3.227 0.383 2.500  0.217
H 1.892 1.538 3.004  0.248
H 1.685 -2.310 -0.764  0.231
H 0.116 -1.390 -0.342  0.249
H 2.827 -1.143 0.776  0.441
C -0.923 1.793 -0.206  -0.381
C -1.029 0.793 -1.081  -0.259
C -2.103 -0.204 -0.971  -0.281
C -2.506 -0.949 -1.998  -0.324
H -1.683 1.991 0.542  0.209
H -0.051 2.435 -0.148  0.207
H -0.403 0.786 -1.970  0.216
H -2.702 -0.177 -0.066  0.217
H -3.334 -1.642 -1.926  0.217
H -2.012 -0.918 -2.963  0.198